An isolated ion of composition C9H12N4 and charge +2. Source: OMol25; level of theory: wB97M-V/def2-TZVPD.

Element x y z (Å)
1 C 2.7720 -2.4204 0.1681
2 C 2.3960 -3.3354 -0.7493
3 C 1.9662 -1.2387 0.5176
4 C 0.2986 -2.7273 -1.8509
5 C -0.4283 1.6702 2.0189
6 C 0.3334 0.7376 1.5251
7 C -0.7620 0.5617 -0.5365
8 C -1.4903 2.1934 1.0958
9 C -2.4214 2.2489 -1.1367
10 N 1.3250 -3.0228 -1.4445
11 N 0.9708 -0.8935 -0.1943
12 N -1.5801 1.5284 -0.2034
13 N 0.1076 0.0462 0.3197
14 H 3.6783 -2.6754 0.7828
15 H 2.9914 -4.2949 -1.0219
16 H 2.1971 -0.7958 1.4923
17 H -0.3720 -2.6058 -2.6313
18 H -0.4363 2.1392 2.9446
19 H 1.0176 0.1642 2.1452
20 H -0.7527 0.1747 -1.5029
21 H -2.5780 2.1579 1.5574
22 H -1.1906 3.2654 0.7986
23 H -2.0028 3.2280 -1.0775
24 H -2.4403 1.7968 -2.1430
25 H -3.5993 2.0975 -0.8738

Properties
F_max   3.904 eV Å⁻¹
Charge   +2
E   -568.3715 Ha
LUMO energy   -8.8 eV

These are the Mulliken partial charges, in e, on atoms 1 to 2: -0.577 -0.256